76
Properties=species:S:1:pos:R:3:forces:R:3:mulliken_charge:R:1 method="wB97M-V/def2-TZVPD" multiplicity=1 total_charge=+1 energy_ha=-2217.56839
C 3.203703 -2.375137 0.688646 -0.570 1.228 -0.013 -0.63
C 3.299783 -0.961693 1.411432 -0.397 0.054 -0.936 0.55
O 3.627459 -0.812497 2.568411 0.151 -0.396 -0.766 -0.57
N 2.956374 0.206004 0.592955 -0.345 -1.572 1.402 -0.08
C 1.461463 0.235222 0.442884 0.109 0.778 -0.693 -0.33
C 1.157442 1.247672 -0.742610 -0.491 -0.749 0.288 -0.74
C -0.362761 1.619869 -0.927019 0.253 0.655 -0.559 -0.65
C -1.106013 2.062196 0.402138 -0.521 0.155 -0.902 -0.49
C -2.412566 1.270519 0.703703 0.535 -0.170 1.890 0.32
N -3.181378 0.814054 -0.349973 -1.607 -0.786 2.265 0.04
C -4.370927 0.136402 -0.126530 -1.585 -0.514 1.068 0.16
C -5.257460 -0.416893 -1.308290 0.387 -0.113 0.945 -0.84
C -5.412600 -1.993042 -1.025197 0.845 0.673 -0.388 -0.44
C -5.445221 -2.857303 -2.345967 -0.384 -0.303 0.806 -0.94
I -3.834196 -4.350979 -2.203172 -0.547 0.457 -0.269 0.03
C -4.868618 -0.137000 1.224251 2.609 1.516 -0.041 -0.84
C -4.069539 0.313656 2.370131 0.587 0.595 -2.205 0.34
C -4.647166 -0.012012 3.779984 -0.675 -0.058 0.850 0.57
O -5.377637 -0.943675 3.954308 0.715 0.214 -0.786 -0.43
O -4.381812 0.781034 4.907256 0.087 0.191 -1.783 -0.56
I -4.945623 2.692035 4.600930 0.059 -0.238 0.222 0.30
C -2.807418 1.026006 2.107578 -0.776 -0.740 -0.991 0.92
C -1.896276 1.532315 3.279857 -0.290 0.050 -0.594 -1.84
H 2.456355 -2.348628 -0.170062 0.912 0.020 1.186 0.03
H 4.200865 -2.597436 0.233294 -0.749 0.012 0.659 0.30
H 2.873786 -3.104984 1.466040 0.564 0.400 -0.799 0.29
H 3.192247 1.009535 1.197681 -0.105 -0.430 -0.544 -0.02
H 1.047546 -0.781935 0.209760 0.452 0.936 0.139 0.37
H 1.065571 0.557187 1.446320 -0.073 -0.197 -0.997 0.12
H 1.481252 0.729964 -1.691840 -0.168 0.662 0.992 0.26
H 1.768205 2.174422 -0.601785 -0.501 -0.788 -0.037 0.28
H -0.877344 0.794041 -1.494396 0.447 0.563 0.791 0.31
H -0.388751 2.511705 -1.621267 0.017 -1.013 0.602 0.25
H -0.376270 2.061410 1.244646 -0.957 -0.186 -0.578 0.29
H -1.425870 3.140800 0.274190 0.280 -1.061 0.240 0.43
H -2.930576 0.940112 -1.333507 0.301 0.167 0.537 0.42
H -4.801506 -0.216819 -2.310319 -0.255 -0.160 0.871 0.35
H -6.265772 0.084520 -1.265971 1.089 -0.417 -0.121 0.34
H -4.493491 -2.276528 -0.444038 -1.021 0.124 -0.494 0.47
H -6.291610 -2.148057 -0.352731 0.616 -0.079 -0.801 0.22
H -5.259861 -2.285377 -3.284505 -0.276 -0.495 0.869 0.47
H -6.387861 -3.460164 -2.389882 0.960 0.726 -0.246 0.28
H -5.822976 -0.675285 1.402913 0.897 0.493 -0.326 0.46
H -0.801896 1.387562 3.065137 -1.183 0.213 0.097 0.27
H -2.109206 1.004553 4.242993 -0.003 0.484 -0.997 0.42
H -2.131758 2.629570 3.400156 0.546 -1.090 0.036 0.38
C -9.768184 -4.389276 -4.117018 0.195 0.513 0.196 -0.80
C -9.242492 -3.095186 -3.619245 -0.209 -0.430 -0.179 0.37
N -8.836601 -2.091288 -3.233350 0.032 -0.243 -0.024 -0.39
H -10.293639 -4.907788 -3.315580 0.034 0.064 -0.024 0.27
H -10.458711 -4.215098 -4.941583 0.048 0.031 0.052 0.30
H -8.945735 -5.012965 -4.466346 -0.025 0.062 0.022 0.27
C 5.642427 1.254888 4.246294 0.228 0.603 0.136 -0.28
C 6.168916 2.582439 4.646784 -0.167 -0.463 -0.120 0.21
N 6.577067 3.611028 4.957095 -0.079 -0.208 -0.115 -0.38
H 5.143785 0.782819 5.091895 0.019 0.030 -0.062 0.32
H 4.927591 1.369733 3.432094 0.001 -0.020 0.084 -0.13
H 6.460545 0.616156 3.914307 -0.031 0.037 0.045 0.26
C 5.906066 2.652681 0.074557 -0.496 0.118 0.188 -0.85
C 4.600001 2.980785 0.690803 -0.954 0.499 0.520 0.33
N 3.576875 3.253164 1.175295 1.683 -0.525 -0.805 -0.51
H 5.795299 2.571617 -1.006905 -0.024 -0.036 0.062 0.35
H 6.629692 3.435711 0.301496 -0.101 0.000 0.057 0.39
H 6.272485 1.703823 0.466666 -0.068 0.027 -0.018 0.31
C 9.633209 2.665089 -1.386483 -0.370 -0.345 -0.336 -0.79
C 8.723143 1.837980 -2.216290 0.336 0.291 0.284 0.36
N 8.016522 1.197623 -2.857977 0.075 0.154 0.203 -0.40
H 9.736596 2.222010 -0.396158 -0.006 -0.005 -0.068 0.27
H 10.614677 2.719581 -1.856222 -0.069 -0.017 0.006 0.32
H 9.229948 3.672572 -1.286359 0.016 -0.054 -0.041 0.26
C 2.913301 -2.720270 -3.464281 -0.497 0.140 0.256 -0.89
C 1.613011 -2.375410 -2.840871 0.400 -0.127 -0.253 0.39
N 0.601382 -2.110782 -2.361980 0.253 0.057 -0.027 -0.38
H 2.790574 -2.824173 -4.541948 -0.035 0.012 0.069 0.35
H 3.640437 -1.933773 -3.262287 -0.067 -0.019 0.010 0.29
H 3.281722 -3.660615 -3.054954 -0.059 0.046 -0.003 0.29

---

6
Properties=species:S:1:pos:R:3:forces:R:3:nbo_charge:R:1 method="wB97M-V/def2-TZVPD" de_lowest_kj_mol=153.1 multiplicity=1 total_charge=-3
Be 0.021113 0.043740 0.025446 0.165 0.025 -0.188 1.44
Cl 2.587751 0.449358 1.211172 -0.834 -0.172 -0.248 -0.90
Cl -2.579306 0.378417 -1.286216 0.656 -0.100 0.330 -0.91
Cl -1.292900 0.663810 2.400518 0.642 -0.238 -1.016 -0.87
Cl 1.125899 1.280461 -2.116797 -0.601 -0.580 1.015 -0.87
Cl 0.137442 -2.815787 -0.234122 -0.028 1.064 0.107 -0.89